{"formula": "C34H48MgN9OP", "method": "wB97M-V/def2-TZVPD", "charge": 2, "e_homo_ev": -12.091, "orbital_gap_ev": 5.49, "species": ["Mg", "C", "N", "C", "C", "N", "C", "C", "C", "C", "C", "C", "C", "C", "C", "N", "C", "N", "C", "C", "N", "C", "C", "C", "N", "C", "C", "H", "H", "H", "H", "H", "H", "H", "H", "H", "H", "H", "H", "H", "H", "H", "H", "H", "H", "H", "H", "H", "H", "H", "H", "H", "H", "H", "H", "H", "H", "C", "C", "C", "C", "C", "C", "N", "N", "C", "C", "C", "C", "C", "N", "H", "H", "H", "H", "H", "H", "H", "H", "H", "C", "P", "C", "C", "O", "H", "H", "H", "H", "H", "H", "H", "H", "H"], "xyz": [[-0.124846, -0.433170, -0.470666], [3.118343, -1.066973, -0.349357], [2.435737, -2.100871, -1.114035], [3.020594, -2.398540, -2.410289], [1.434428, -2.856032, -0.567622], [0.482088, -2.238732, 0.115356], [-0.151137, -2.873008, 1.206000], [0.619962, -3.693165, 2.011802], [0.093257, -4.401582, 3.096057], [-1.230115, -4.274197, 3.394150], [-2.046367, -3.379565, 2.664854], [-3.385084, -3.222617, 3.089619], [-4.194381, -2.298768, 2.500622], [-3.703623, -1.540839, 1.433226], [-2.432977, -1.714724, 0.908863], [-2.040783, -0.890072, -0.162789], [-2.899782, -0.471937, -1.081633], [-3.905152, -1.218687, -1.595853], [-3.940627, -2.668761, -1.512305], [-5.165341, -0.639594, -2.044232], [-2.676935, 0.757871, -1.640066], [-2.410550, 1.917379, -0.781213], [-2.980505, 1.054662, -3.032870], [-1.528770, -2.634852, 1.551324], [1.461230, -4.181817, -0.842866], [0.275309, -5.020896, -0.831664], [2.715127, -4.919433, -0.943599], [4.140092, -1.384002, -0.119068], [2.591590, -0.877730, 0.584831], [3.189458, -0.140839, -0.919421], [3.041829, -1.483822, -3.009211], [2.415283, -3.134386, -2.933390], [4.047014, -2.764815, -2.331866], [1.676703, -3.780257, 1.791060], [0.735776, -5.043647, 3.684095], [-1.676707, -4.835185, 4.204330], [-3.742631, -3.832789, 3.908580], [-5.204833, -2.137773, 2.852462], [-4.335583, -0.773282, 1.004082], [-2.970892, -3.061618, -1.226757], [-4.218651, -3.069860, -2.489103], [-4.673019, -3.006634, -0.776426], [-5.205296, 0.425358, -1.839385], [-5.984374, -1.110954, -1.496345], [-5.329434, -0.810506, -3.109517], [-3.285688, 2.162781, -0.174546], [-2.180633, 2.773449, -1.410967], [-1.574141, 1.756241, -0.108208], [-3.021448, 0.132354, -3.608716], [-2.181831, 1.676704, -3.442218], [-3.918616, 1.597928, -3.164946], [-0.622792, -4.411503, -0.814863], [0.262862, -5.677316, 0.040750], [0.275421, -5.639875, -1.731299], [3.550616, -4.297538, -0.634218], [2.891504, -5.285276, -1.956577], [2.667230, -5.779930, -0.273404], [2.517542, 4.739085, -0.884414], [2.067547, 3.888326, 0.114594], [1.497170, 2.672183, -0.210708], [1.372368, 2.292893, -1.549949], [1.834831, 3.157060, -2.558389], [2.403409, 4.366218, -2.221400], [0.770809, 1.048052, -1.825310], [0.730304, 0.758301, -3.045174], [0.150054, -0.444567, -3.424442], [0.128843, -0.722266, -4.789826], [-0.455127, -1.901508, -5.218631], [-0.973409, -2.766582, -4.265062], [-0.885308, -2.412923, -2.925482], [-0.350231, -1.274986, -2.507146], [2.953046, 5.695625, -0.628615], [2.163151, 4.180217, 1.152114], [1.144692, 1.996790, 0.556555], [1.736687, 2.864017, -3.591700], [2.762645, 5.023916, -3.000806], [0.575466, -0.014555, -5.474308], [-0.506468, -2.139997, -6.272125], [-1.435393, -3.699788, -4.555201], [-1.267697, -3.072357, -2.156992], [0.920449, -0.570701, 3.796538], [0.049453, 0.670754, 2.820995], [-1.633634, 0.744514, 3.463408], [0.812727, 2.258415, 3.232232], [0.117119, 0.408210, 1.331245], [1.024344, -0.221876, 4.824565], [1.909042, -0.742999, 3.371023], [0.358888, -1.503256, 3.788430], [-1.606895, 1.022721, 4.517720], [-2.105359, -0.230805, 3.362163], [-2.212686, 1.483819, 2.909875], [0.733569, 2.421604, 4.307296], [0.301778, 3.069561, 2.712979], [1.866773, 2.251744, 2.953298]], "forces_ev_per_a": [[0.19, 0.35, 0.31], [0.02, -0.02, 0.08], [-0.13, 0.09, 0.03], [0.02, 0.03, -0.07], [-0.13, -0.24, 0.11], [0.48, -0.50, -0.04], [0.25, -0.38, 0.30], [-0.09, 0.28, -0.25], [-0.14, -0.09, 0.12], [0.15, -0.04, 0.00], [0.03, 0.11, -0.14], [-0.15, 0.08, 0.02], [0.00, -0.13, 0.10], [0.31, 0.03, -0.24], [-0.56, 0.01, 0.26], [-0.65, 0.18, -0.18], [0.00, -0.45, 0.08], [0.04, 0.02, -0.02], [0.01, -0.03, 0.12], [-0.12, 0.06, 0.00], [0.11, 0.14, 0.03], [-0.13, -0.10, 0.02], [-0.01, 0.01, -0.09], [-0.04, -0.14, 0.03], [-0.05, 0.11, -0.08], [0.02, 0.00, 0.05], [0.02, -0.05, 0.02], [-0.02, -0.01, 0.01], [-0.03, -0.01, -0.04], [-0.06, 0.09, -0.05], [0.01, 0.01, 0.03], [0.00, -0.01, 0.00], [-0.02, -0.04, 0.02], [0.02, -0.03, -0.02], [-0.01, -0.01, -0.01], [0.02, 0.04, 0.04], [0.02, 0.03, 0.03], [0.00, -0.02, 0.00], [-0.03, 0.00, -0.04], [-0.06, 0.02, 0.08], [0.00, 0.02, 0.00], [0.00, 0.02, 0.03], [0.06, 0.01, 0.01], [0.03, -0.02, 0.01], [0.02, 0.02, 0.00], [-0.01, 0.05, -0.03], [0.02, -0.02, -0.03], [0.11, -0.06, 0.10], [-0.03, -0.03, 0.02], [0.02, -0.02, 0.03], [-0.01, -0.02, 0.01], [0.01, -0.03, 0.07], [-0.02, 0.03, 0.04], [-0.01, 0.01, 0.01], [-0.01, 0.00, -0.02], [0.00, 0.00, 0.00], [0.00, 0.01, 0.00], [-0.02, -0.02, 0.00], [0.06, 0.16, 0.01], [-0.10, -0.31, -0.19], [0.37, 0.88, 0.21], [-0.16, -0.35, 0.03], [0.01, 0.00, 0.05], [-0.15, -0.47, -0.82], [0.46, 0.98, 0.43], [-0.42, -0.97, -0.48], [0.14, 0.26, 0.22], [-0.07, -0.09, 0.13], [0.06, 0.08, -0.14], [-0.10, -0.17, 0.05], [0.34, 0.50, -0.26], [0.02, -0.01, 0.01], [0.00, 0.00, 0.00], [0.05, 0.08, -0.09], [0.02, 0.03, -0.06], [-0.02, 0.01, 0.00], [-0.05, 0.02, -0.01], [0.03, -0.01, 0.00], [0.00, -0.02, 0.05], [0.09, 0.12, -0.09], [-0.17, 0.19, -0.18], [0.03, 0.14, 0.43], [0.29, -0.02, -0.14], [-0.14, -0.27, -0.02], [0.01, 0.02, 0.07], [0.00, -0.01, 0.00], [0.01, 0.01, 0.01], [-0.01, -0.08, -0.03], [0.00, 0.01, 0.00], [-0.06, -0.08, -0.03], [0.01, 0.01, 0.00], [0.02, 0.04, 0.00], [-0.01, -0.01, -0.01], [0.00, -0.01, -0.01]], "lowdin_charge": [0.539, -0.020, -0.142, -0.042, -0.389, 0.059, -0.222, -0.046, -0.061, -0.029, -0.155, -0.030, -0.059, -0.044, -0.220, 0.064, -0.388, -0.118, -0.025, -0.027, -0.134, -0.009, -0.047, -0.034, -0.125, -0.021, -0.026, 0.104, 0.083, 0.084, 0.092, 0.094, 0.100, 0.124, 0.117, 0.121, 0.121, 0.117, 0.122, 0.068, 0.106, 0.104, 0.091, 0.104, 0.103, 0.103, 0.099, 0.055, 0.094, 0.091, 0.096, 0.071, 0.103, 0.106, 0.096, 0.100, 0.103, -0.038, -0.056, -0.020, -0.242, -0.001, -0.047, 0.062, 0.120, -0.325, 0.031, -0.013, -0.005, -0.106, 0.094, 0.120, 0.106, 0.059, 0.109, 0.119, 0.129, 0.127, 0.123, 0.084, -0.132, 0.635, -0.130, -0.159, -0.423, 0.072, 0.065, 0.045, 0.073, 0.043, 0.066, 0.068, 0.063, 0.064]}